# 1
Formula: C30H30AuFN7O5S
Source: OMol25
Level of theory: the ωB97M-V functional and the def2-TZVPD basis

Structure (XYZ):
```
75
Properties=species:S:1:pos:R:3:forces:R:3
Au -0.113 -0.016 -0.333 0.399 -1.004 -0.423
S 2.091 0.552 -0.738 -0.415 0.333 0.268
C 1.943 1.711 0.600 -0.659 -0.950 -1.547
N 2.961 1.937 1.425 0.450 0.821 1.003
N 4.034 1.199 1.297 -0.264 -0.255 -0.435
C 5.099 1.304 2.171 0.265 0.214 0.382
C 6.202 0.463 2.010 -0.148 -0.040 -0.161
C 7.270 0.561 2.881 0.047 -0.009 0.028
C 7.251 1.488 3.916 -0.024 -0.001 0.017
C 6.146 2.315 4.081 0.054 -0.034 -0.007
C 5.073 2.233 3.217 -0.176 -0.026 -0.145
N 0.805 2.358 0.794 0.602 0.866 0.701
N -0.246 1.957 0.091 -0.146 -0.611 0.050
C -1.364 2.781 0.119 -0.036 0.323 -0.097
C -1.254 4.092 0.620 0.179 -0.108 0.013
C -2.342 4.938 0.591 0.011 -0.011 0.037
C -3.565 4.499 0.094 0.025 0.013 -0.010
C -3.678 3.206 -0.397 -0.034 0.013 -0.038
C -2.589 2.355 -0.407 0.035 -0.171 -0.138
H 4.039 0.464 0.586 0.005 -0.162 0.099
H 6.212 -0.262 1.205 0.013 -0.016 -0.007
H 8.123 -0.090 2.755 0.002 -0.005 -0.023
H 8.093 1.563 4.591 0.001 -0.005 0.002
H 6.124 3.032 4.892 0.009 0.021 -0.017
H 4.203 2.865 3.323 0.016 0.042 0.030
H -0.296 4.416 0.997 -0.015 0.058 0.048
H -2.237 5.953 0.952 0.005 -0.005 0.019
H -4.414 5.169 0.072 -0.022 -0.009 0.017
H -4.624 2.859 -0.790 0.019 -0.028 -0.025
H -2.683 1.355 -0.803 -0.039 0.067 -0.027
C -4.250 1.666 5.959 0.030 -0.150 0.027
C -3.877 0.202 5.748 -0.085 0.329 0.081
N -2.740 0.059 4.841 -0.140 -0.089 -0.147
C -2.989 -0.174 3.532 0.050 -0.098 -0.091
C -2.065 -0.300 2.541 -0.097 -0.036 -0.240
C -2.689 -0.656 1.188 -0.051 -0.002 0.498
O -3.833 -1.074 1.209 0.094 0.109 -0.143
O -2.053 -0.468 0.077 0.228 -0.246 -0.258
C -0.671 -0.154 2.876 0.113 0.028 -0.095
O 0.287 -0.221 2.105 -0.150 -0.158 0.467
C -0.410 0.076 4.310 -0.033 0.069 0.229
C 0.913 0.170 4.733 -0.040 -0.010 0.004
C 1.221 0.316 6.057 -0.039 -0.009 -0.096
F 2.534 0.344 6.390 -0.016 0.007 0.118
C 0.225 0.427 7.040 -0.015 0.022 -0.236
C -1.092 0.394 6.602 -0.143 -0.029 0.114
C -1.433 0.183 5.261 0.408 -0.023 0.020
N 0.486 0.609 8.423 0.053 0.144 0.131
C 1.862 0.780 8.891 -0.080 0.036 -0.131
C 1.835 1.134 10.387 0.364 -0.220 -0.233
N 0.514 1.764 10.678 0.044 0.121 0.053
C -0.580 0.747 10.593 -0.359 -0.440 -0.198
C -0.288 -0.159 9.387 0.183 -0.035 -0.025
H -5.097 1.744 6.639 -0.017 0.020 0.006
H -4.529 2.118 5.008 0.000 0.043 0.005
H -3.414 2.229 6.374 0.002 0.036 -0.006
H -4.714 -0.333 5.304 0.048 -0.061 0.014
H -3.649 -0.288 6.695 0.004 -0.080 -0.059
H -4.027 -0.303 3.253 -0.023 0.000 0.072
H 1.698 0.099 3.992 0.023 -0.041 0.013
H -1.881 0.536 7.327 0.001 0.032 0.011
H 2.319 1.591 8.329 0.045 -0.025 0.017
H 2.474 -0.116 8.751 0.019 0.027 0.054
H 2.638 1.826 10.629 -0.098 0.062 0.076
H 1.939 0.255 11.020 -0.142 0.052 0.068
H 0.352 2.454 9.940 -0.080 0.049 0.082
H 0.507 2.237 11.581 -0.005 0.030 -0.017
H -1.525 1.275 10.477 0.072 0.111 0.017
H -0.612 0.171 11.516 0.109 0.139 0.080
H -1.220 -0.500 8.951 -0.002 -0.020 0.049
H 0.268 -1.051 9.703 -0.046 -0.014 0.015
O 2.205 -2.278 0.310 -0.512 0.245 -0.225
C 1.202 -2.679 -0.250 0.929 -0.563 0.631
O 0.158 -2.041 -0.670 -0.579 1.201 -0.158
H 1.104 -3.767 -0.429 -0.228 0.118 -0.205
```
Positions in Å, forces in eV/Å.

Values from the calculation:
Energy above the lowest of the compared OMol25 structures with the same formula, charge and spin in kcal per mole: 0.0
LUMO energy (alpha / beta) in Eh: -0.123 / -0.161
Multiplicity: 3
<S²>: 2.04
Charge: +1


# 2
Formula: C30H30BCl3O2S
Source: OMol25
Level of theory: the ωB97M-V functional and the def2-TZVPD basis

Structure (XYZ):
```
67
Properties=species:S:1:pos:R:3:forces:R:3
C -1.845 4.145 2.187 -0.352 0.362 0.234
C -0.639 3.524 1.610 1.138 0.097 -1.107
C -0.461 3.113 0.299 -0.224 -0.080 0.827
C 0.785 2.470 0.096 -0.001 -0.549 0.704
C 1.530 2.295 1.259 -0.113 3.004 -1.127
B -1.457 -1.568 2.332 1.973 3.136 -0.510
C 2.971 2.064 1.285 1.045 -0.167 -0.171
C 3.653 1.626 0.125 -0.078 -0.083 0.455
C 5.014 1.342 0.149 0.046 0.334 0.338
C 5.752 1.593 1.315 -1.286 -0.014 0.167
Cl 7.438 1.273 1.341 0.461 -0.088 0.031
C 5.109 2.079 2.464 0.143 -0.003 -0.546
C 3.739 2.333 2.433 0.028 -0.361 -0.215
O -1.921 -1.818 3.589 -0.078 -0.086 -0.567
C -3.319 -2.179 3.439 -0.008 -0.054 0.128
C -3.558 -3.321 4.406 -0.250 -0.451 -0.011
C -4.144 -0.972 3.885 -0.091 0.209 -0.016
C -3.454 -2.526 1.886 0.249 -0.277 -0.144
C -3.372 -4.013 1.566 -0.017 -0.258 0.119
C -4.630 -1.908 1.155 -0.370 0.171 0.056
O -2.259 -1.930 1.303 -0.320 -0.163 0.433
S 0.840 3.360 2.491 -0.480 -0.909 -0.466
H -2.685 4.017 1.498 0.101 0.155 0.090
H -2.119 3.674 3.136 0.039 0.141 -0.072
H -1.674 5.215 2.364 -0.231 -0.169 0.045
H -1.222 3.270 -0.467 0.208 -0.222 0.213
H 1.099 2.107 -0.875 -0.053 -0.106 0.125
H 3.101 1.496 -0.806 0.215 -0.077 0.332
H 5.512 0.945 -0.735 -0.076 0.191 0.195
H 5.688 2.269 3.366 -0.114 0.003 -0.216
H 3.257 2.750 3.318 0.136 -0.224 -0.164
H -4.613 -3.614 4.416 0.113 0.030 0.003
H -2.964 -4.205 4.157 -0.077 0.221 0.061
H -3.279 -3.002 5.417 -0.066 0.009 -0.222
H -5.212 -1.227 3.899 0.205 0.130 -0.081
H -3.854 -0.680 4.904 0.000 -0.192 -0.259
H -3.990 -0.092 3.244 -0.052 -0.296 0.095
H -4.301 -4.529 1.839 0.200 0.057 0.027
H -3.212 -4.150 0.488 -0.046 0.141 0.312
H -2.535 -4.484 2.098 -0.199 0.083 -0.193
H -5.577 -2.337 1.508 0.155 0.117 -0.041
H -4.666 -0.820 1.285 0.002 -0.267 -0.028
H -4.547 -2.115 0.079 0.051 -0.006 0.300
Cl 1.647 -1.298 -3.628 0.085 -0.082 -0.467
C 1.156 -0.968 -2.016 -0.347 0.437 1.156
C -0.168 -0.599 -1.739 0.316 -0.062 0.158
C -0.562 -0.360 -0.419 0.268 0.198 -0.089
C 0.355 -0.486 0.626 0.427 -0.062 -0.171
C -0.020 -0.550 2.080 -2.359 -4.223 1.245
C 0.155 0.391 3.238 -0.083 -0.036 0.211
C -0.913 1.129 3.758 0.376 0.063 0.102
C -0.746 1.894 4.916 0.239 -0.173 0.002
C 0.491 1.888 5.570 -0.120 -0.554 -0.856
Cl 0.761 2.946 6.901 -0.022 0.132 0.362
C 1.538 1.072 5.119 -0.323 0.349 -0.117
C 1.362 0.336 3.954 -0.349 0.135 0.090
C 1.684 -0.806 0.324 -0.201 -0.165 -0.240
C 2.094 -1.041 -0.982 -0.235 0.013 -0.247
H -0.873 -0.522 -2.561 0.040 0.011 0.132
H -1.579 -0.048 -0.184 0.236 -0.245 -0.210
H 0.565 -1.441 2.427 0.362 0.596 -0.214
H -1.867 1.123 3.219 0.321 0.049 0.290
H -1.551 2.518 5.301 0.166 -0.162 -0.057
H 2.485 1.047 5.653 -0.192 0.035 -0.040
H 2.165 -0.312 3.595 -0.210 0.261 0.103
H 2.398 -0.898 1.146 -0.145 0.015 -0.328
H 3.130 -1.282 -1.211 -0.176 -0.018 0.050
```
Positions in Å, forces in eV/Å.

Values from the calculation:
Energy above the lowest of the compared OMol25 structures with the same formula, charge and spin in kcal per mole: 5.4
SMILES string: CC1(C)OB(C(c2ccc(Cl)cc2)c2ccc(Cl)cc2)OC1(C)C.Cc1ccc(-c2ccc(Cl)cc2)s1
LUMO energy in Eh: 0.007


# 3
Formula: C30H30BCuF7N12O7S2
Source: OMol25
Level of theory: the ωB97M-V functional and the def2-TZVPD basis

Structure (XYZ):
```
90
Properties=species:S:1:pos:R:3:forces:R:3
Cu 0.814 2.603 0.146 -0.080 -0.045 0.034
C -0.834 4.983 -3.312 0.008 0.011 -0.003
C -1.075 4.419 -2.052 0.006 0.014 0.015
N 0.059 4.193 -1.410 0.096 -0.059 -0.043
N 1.051 4.610 -2.230 -0.015 0.024 0.013
C 0.536 5.075 -3.388 -0.020 -0.014 -0.006
B 2.503 4.297 -1.844 0.021 0.018 0.040
N 2.724 2.762 -1.982 0.011 -0.048 0.004
C 3.438 1.995 -2.815 0.010 0.026 0.020
C 3.200 0.666 -2.508 0.008 -0.005 -0.009
C 2.303 0.693 -1.448 0.012 0.018 0.001
N 2.026 1.960 -1.153 -0.045 0.023 -0.095
N 2.713 4.577 -0.319 0.005 0.009 0.010
C 3.496 5.480 0.287 0.040 -0.015 -0.007
C 3.370 5.332 1.657 0.008 -0.001 -0.003
C 2.466 4.288 1.829 0.013 -0.037 -0.001
N 2.102 3.851 0.629 -0.022 0.048 0.012
N 3.468 5.133 -2.639 -0.021 0.024 -0.039
C 3.350 6.461 -2.910 -0.005 0.015 -0.017
C 4.536 6.887 -3.447 -0.014 0.009 0.017
C 5.344 5.733 -3.456 0.004 -0.011 0.026
N 4.708 4.690 -2.959 -0.006 -0.070 0.003
H -1.552 5.288 -4.053 -0.004 0.003 -0.002
H -2.015 4.178 -1.582 -0.002 -0.008 0.000
H 1.174 5.437 -4.176 -0.004 -0.002 -0.005
H 4.085 2.455 -3.540 0.013 0.006 -0.010
H 3.639 -0.200 -2.970 0.003 -0.001 -0.006
H 1.867 -0.108 -0.876 -0.004 -0.003 -0.002
H 4.097 6.157 -0.296 -0.003 0.009 -0.007
H 3.870 5.893 2.425 -0.003 0.006 0.002
H 2.063 3.839 2.720 -0.012 0.006 0.006
H 2.440 6.997 -2.692 0.002 0.008 -0.006
H 4.785 7.878 -3.783 -0.003 0.005 -0.004
H 6.359 5.624 -3.803 0.003 -0.001 -0.001
C -4.595 -1.750 3.292 -0.011 -0.018 -0.008
C -3.078 -1.759 3.369 0.046 -0.020 0.002
N -2.460 -0.932 2.318 0.015 0.057 -0.001
C -2.023 0.284 2.634 -0.022 0.007 -0.018
C -1.360 1.116 1.765 -0.097 0.044 0.045
C -0.950 2.452 2.294 0.235 -0.122 0.145
O -1.345 2.819 3.378 -0.053 0.026 -0.086
O -0.161 3.200 1.561 -0.118 0.016 -0.050
C -1.083 0.663 0.475 -0.077 -0.063 0.130
O -0.371 1.285 -0.380 0.121 0.235 -0.163
C -1.621 -0.616 0.089 -0.042 -0.079 -0.036
C -1.368 -1.127 -1.191 0.039 0.034 -0.012
C -1.738 -2.400 -1.493 0.019 -0.028 0.013
F -1.415 -2.908 -2.698 0.000 0.015 -0.017
C -2.403 -3.222 -0.566 0.057 0.063 -0.018
C -2.710 -2.691 0.665 -0.040 0.007 -0.009
C -2.289 -1.408 1.027 -0.022 -0.013 0.031
N -2.701 -4.580 -0.809 -0.190 -0.060 0.029
C -2.875 -5.091 -2.159 0.021 -0.017 -0.026
C -3.523 -6.485 -2.050 0.006 0.004 0.008
N -4.205 -6.577 -0.716 -0.008 0.021 0.001
C -3.188 -6.620 0.398 0.034 0.009 -0.026
C -2.107 -5.580 0.070 0.066 -0.038 0.049
H -5.007 -2.396 4.067 -0.001 0.002 0.004
H -4.955 -2.099 2.324 -0.001 -0.007 0.001
H -4.982 -0.744 3.449 0.002 0.008 -0.001
H -2.650 -2.759 3.297 -0.008 0.012 -0.011
H -2.739 -1.349 4.317 -0.005 -0.006 0.002
H -2.187 0.628 3.647 -0.003 -0.009 -0.003
H -0.825 -0.531 -1.913 -0.007 0.000 -0.003
H -3.212 -3.319 1.385 -0.002 -0.023 -0.008
H -1.938 -5.197 -2.711 -0.008 -0.004 0.003
H -3.519 -4.413 -2.717 -0.006 0.000 -0.003
H -2.787 -7.286 -2.071 -0.003 -0.001 -0.008
H -4.257 -6.661 -2.832 -0.002 0.008 0.002
H -4.834 -7.377 -0.669 0.017 -0.006 -0.005
H -4.755 -5.724 -0.592 -0.009 -0.015 0.004
H -2.794 -7.633 0.441 -0.006 -0.003 0.014
H -3.720 -6.402 1.322 -0.001 0.019 -0.007
H -1.252 -6.063 -0.416 0.024 0.014 0.002
H -1.728 -5.117 0.979 0.017 -0.023 -0.045
F 2.152 1.145 4.294 0.014 -0.032 0.005
C 1.775 -0.119 4.104 0.034 0.013 -0.061
F 0.508 -0.247 4.515 -0.010 0.036 0.003
F 2.546 -0.915 4.820 -0.042 -0.017 0.015
S 1.905 -0.525 2.287 0.009 -0.004 0.092
O 1.606 0.734 1.649 -0.047 -0.029 0.057
O 3.199 -1.100 2.093 -0.038 0.009 -0.016
N 0.686 -1.506 2.006 0.104 -0.020 0.045
S 0.848 -3.066 2.234 0.059 0.102 -0.100
O -0.441 -3.671 1.989 0.020 0.028 0.055
O 1.570 -3.448 3.404 0.010 -0.033 0.004
C 1.884 -3.643 0.776 -0.022 -0.086 -0.067
F 1.920 -2.717 -0.190 -0.042 -0.032 0.040
F 3.115 -3.935 1.145 -0.029 0.020 -0.005
F 1.326 -4.747 0.245 0.001 0.033 0.071
```
Positions in Å, forces in eV/Å.

Values from the calculation:
LUMO energy in Eh: -0.163
Charge: +1